Record 1
{"formula": "C26H29NO6", "method": "wB97M-V/def2-TZVPD", "spin_multiplicity": 1, "e_above_lowest_kcal_mol": 0.0, "orbital_gap_ha": 0.3142, "homo_ev": -8.16, "smiles": "Cc1c(C)c2c(OCC(=O)NC[C@@H](O)c3ccccc3)cc3c(c2oc1=O)CCC(C)(C)O3", "e_lumo_ev": 0.39, "species": ["H", "H", "O", "H", "H", "H", "O", "H", "C", "H", "H", "H", "H", "C", "C", "C", "C", "H", "H", "H", "C", "C", "C", "C", "C", "O", "C", "C", "H", "H", "C", "H", "H", "O", "C", "C", "H", "H", "H", "C", "H", "O", "O", "C", "C", "C", "C", "C", "H", "H", "H", "H", "C", "C", "N", "C", "H", "H", "H", "H", "C", "C"], "coordinates": [[-4.714, 0.518, 3.384], [-3.113, 4.720, -0.513], [-1.376, 4.109, -3.545], [0.166, -3.938, 1.173], [2.034, 1.034, -4.127], [-3.101, 2.848, 0.816], [3.492, -0.233, -1.221], [4.469, 1.116, -4.147], [0.302, -1.545, 2.453], [5.604, -1.576, -1.760], [2.145, -0.411, 0.859], [-1.995, -2.562, 4.556], [4.510, 1.841, -2.535], [-3.350, -0.965, 4.110], [4.085, -0.256, -2.527], [-1.818, 3.242, -1.384], [0.588, 1.925, -1.735], [3.555, -2.308, -2.925], [-1.608, 2.619, 1.732], [2.464, 2.629, -3.543], [2.525, 1.565, -3.308], [1.805, 1.301, -2.017], [-3.456, -2.032, 1.563], [-4.140, -0.365, 3.146], [-1.764, -3.803, 2.133], [0.117, 2.723, -2.718], [2.342, 0.447, -1.063], [0.496, 0.903, 0.438], [6.049, 0.130, -1.716], [-4.822, -0.451, 1.117], [0.419, -0.033, 2.647], [-3.202, 4.568, -2.272], [-2.426, 1.232, 1.037], [-0.157, 0.744, 1.628], [3.980, 1.130, -3.173], [-2.180, 2.279, 0.871], [-0.153, 0.212, 3.549], [-1.115, -3.366, 0.079], [-3.506, -2.453, 0.568], [3.384, -1.329, -3.366], [1.467, 0.231, 2.831], [0.754, -2.317, 3.279], [-1.134, -4.427, 3.213], [-1.055, 3.413, -2.610], [1.683, 0.262, 0.157], [-3.105, 4.014, -1.342], [-0.110, 1.749, -0.528], [-2.646, -2.629, 2.523], [3.773, -1.326, -4.381], [-3.310, -0.555, 5.108], [-2.384, -4.581, 1.668], [-3.961, 3.348, -1.242], [5.548, -0.636, -2.303], [-1.371, 2.441, -0.377], [-0.333, -1.926, 1.333], [-2.606, -2.091, 3.801], [2.312, -1.154, -3.397], [-0.798, -1.214, 0.792], [6.057, -0.743, -3.256], [-0.399, -3.859, 3.504], [-4.197, -0.907, 1.871], [-0.721, -3.303, 1.093]], "lowdin_charge": [0.102, 0.089, 0.110, 0.136, 0.126, 0.072, 0.025, 0.128, -0.468, 0.088, 0.126, 0.118, 0.132, -0.073, -0.542, -0.133, -0.124, 0.090, 0.100, 0.127, -0.111, -0.072, -0.047, -0.095, -0.322, 0.138, -0.197, -0.194, 0.088, 0.104, -0.073, 0.077, 0.076, -0.071, -0.111, -0.007, 0.147, 0.125, 0.117, -0.001, 0.143, 0.069, -0.027, -0.406, 0.077, -0.036, -0.016, -0.183, 0.094, 0.105, 0.153, 0.088, -0.013, -0.124, 0.096, -0.027, 0.086, 0.138, 0.090, 0.066, -0.094, -0.084]}


Record 2
{"formula": "C9H11AsBF4N3O7P2S4SeTc", "method": "wB97M-V/def2-TZVPD", "spin_multiplicity": 1, "charge": 1, "orbital_gap_ha": 0.1435, "homo_ev": -10.62, "e_lumo_ev": -6.71, "species": ["H", "Se", "C", "H", "O", "S", "H", "N", "N", "C", "B", "O", "F", "H", "S", "O", "C", "H", "C", "O", "H", "H", "H", "S", "N", "F", "H", "H", "C", "P", "C", "P", "S", "O", "C", "Tc", "H", "O", "C", "C", "O", "F", "F", "As"], "coordinates": [[2.324, -0.929, -0.244], [-4.710, 2.566, 0.315], [-0.596, -4.911, 0.128], [0.571, 4.855, -1.305], [0.176, 1.132, -1.604], [-3.028, -0.244, 3.240], [2.767, 4.069, 1.230], [-2.100, 1.276, 0.334], [-0.406, -5.886, 0.709], [-1.220, -3.728, -1.954], [1.155, -0.802, 2.846], [3.589, 2.010, -0.171], [1.991, 0.254, 2.618], [3.320, 1.351, 0.486], [-3.613, -1.188, 1.587], [0.251, 4.004, -0.972], [-1.416, -1.353, -1.866], [-1.812, -2.501, -3.620], [-0.763, -2.482, 0.040], [2.057, 4.360, 0.635], [3.432, 4.027, -1.908], [-1.264, -4.669, -2.487], [3.751, 2.514, -2.780], [-2.649, -1.929, 4.413], [-1.024, -1.321, -0.576], [1.465, -1.946, 2.137], [-1.637, -0.399, -2.324], [2.175, 3.288, -2.937], [2.505, 2.267, -1.058], [1.257, 3.197, -0.073], [2.995, 3.086, -2.244], [1.671, 0.735, -1.671], [-5.284, -2.164, 2.411], [2.214, 0.058, -2.844], [-0.857, -3.698, -0.611], [-0.392, 0.508, 0.261], [-0.462, -2.431, 1.079], [1.702, -0.190, -0.299], [-1.515, -2.532, -2.580], [-3.160, 1.809, 0.333], [0.543, 2.313, 0.909], [0.722, -0.983, 4.121], [-0.256, -0.359, 2.113], [-4.468, -3.035, 4.181]], "lowdin_charge": [0.127, 0.723, -0.159, 0.115, -0.423, 0.122, 0.115, -0.170, 0.184, 0.021, -1.111, -0.027, 0.177, 0.089, 0.073, -0.068, -0.087, 0.125, -0.091, -0.068, 0.095, 0.135, 0.098, 0.138, -0.090, 0.151, 0.117, 0.096, -0.589, 0.502, -0.050, 0.405, 0.120, -0.220, -0.185, 1.476, 0.108, -0.221, -0.009, -0.940, -0.350, 0.180, -0.251, 0.617]}


Record 3
{"formula": "C2H4N2OS", "method": "wB97M-V/def2-TZVPD", "spin_multiplicity": 1, "e_above_lowest_kcal_mol": 101.2, "orbital_gap_ha": 0.2990, "homo_ev": -8.73, "smiles": "N/C(C=O)=N\\S", "e_lumo_ev": -0.60, "species": ["C", "C", "O", "H", "H", "N", "S", "H", "H", "N"], "coordinates": [[-0.069, 0.171, -0.127], [-1.003, 1.073, 0.652], [-1.722, 0.534, 1.590], [1.471, -1.304, -1.299], [-0.978, 2.197, 0.430], [0.197, -1.044, 0.364], [1.042, -0.108, -2.382], [1.278, -1.290, 0.721], [-0.638, -1.058, 1.193], [0.422, 0.830, -1.142]], "lowdin_charge": [-0.629, -0.109, -0.044, 0.003, 0.143, 0.012, 0.667, 0.189, 0.172, -0.404]}


Record 4
{"formula": "C32H29BiClN3Sb", "method": "wB97M-V/def2-TZVPD", "spin_multiplicity": 1, "e_above_lowest_kcal_mol": 0.0, "charge": -1, "orbital_gap_ha": 0.1897, "homo_ev": -2.56, "e_lumo_ev": 2.60, "species": ["N", "H", "C", "Cl", "H", "H", "C", "H", "C", "C", "C", "C", "C", "C", "C", "C", "C", "C", "C", "N", "C", "H", "C", "H", "H", "H", "C", "H", "H", "H", "H", "H", "H", "H", "C", "C", "C", "H", "H", "C", "C", "H", "C", "C", "C", "C", "Bi", "C", "C", "C", "H", "C", "H", "C", "H", "H", "N", "H", "H", "H", "H", "C", "H", "H", "C", "Sb", "H"], "coordinates": [[-1.238, 0.254, 2.924], [0.668, -1.330, 2.744], [-3.383, -3.261, -0.565], [3.612, 3.983, 1.184], [-5.924, 3.055, 1.251], [-0.229, -2.241, 0.202], [-4.674, -2.869, -0.280], [-0.709, -3.948, 0.044], [-5.251, 3.910, -0.612], [1.054, 3.876, 0.230], [-2.010, 2.441, 3.487], [0.246, 1.819, 3.941], [-0.511, -0.647, -2.805], [-2.001, -2.515, -4.394], [-0.612, -2.420, -4.498], [1.487, 5.274, 2.196], [-2.194, 1.179, 2.934], [-5.183, 3.030, 0.462], [-0.758, 2.768, 3.985], [-2.511, -1.450, 0.716], [-2.635, -1.658, -3.493], [1.193, -1.473, -3.854], [-4.291, 3.823, -1.596], [1.242, 2.047, 4.300], [-2.457, -0.123, -2.011], [-5.871, -1.420, 0.780], [-4.872, -1.753, 0.524], [-6.044, 4.645, -0.675], [-1.793, 5.359, 1.394], [-5.519, -3.417, -0.679], [-0.081, -3.068, -5.190], [-4.306, 4.487, -2.453], [-3.714, -1.705, -3.378], [1.109, -0.948, 4.419], [0.154, 5.645, 2.265], [0.116, -1.524, -3.746], [-3.757, -1.067, 0.987], [-0.692, -2.898, -1.383], [-0.563, 3.754, 4.386], [-0.297, 4.240, 0.367], [-4.151, 2.100, 0.499], [-0.182, 6.327, 3.037], [-2.317, -2.530, -0.038], [-3.274, 2.868, -1.485], [1.480, 2.960, -0.832], [-0.740, 5.109, 1.344], [1.021, 0.717, -0.257], [-1.935, -0.756, -2.721], [0.991, -0.534, 3.414], [-0.897, -2.932, -0.311], [-3.184, -4.111, -1.207], [0.211, 0.257, -2.042], [1.961, -0.161, 3.084], [1.912, 4.406, 1.202], [-1.628, 3.714, -2.559], [-1.515, 1.962, -2.337], [-3.215, 2.026, -0.452], [-2.820, 3.162, 3.497], [2.210, 5.657, 2.905], [-1.006, 3.804, -0.325], [-2.646, 2.648, -3.524], [-0.040, 0.559, 3.420], [-2.564, -3.221, -4.991], [0.885, 3.053, -1.738], [-2.203, 2.784, -2.535], [-4.139, 0.701, 2.150], [2.541, 3.024, -1.053]], "lowdin_charge": [0.077, 0.061, -0.044, 0.635, 0.072, 0.042, -0.086, 0.078, -0.087, -0.377, -0.139, -0.035, -0.454, -0.158, -0.149, -0.143, -0.467, -0.152, -0.083, 0.101, -0.145, 0.090, -0.040, 0.111, 0.082, 0.075, -0.150, 0.099, 0.099, 0.100, 0.085, 0.109, 0.091, 0.075, -0.133, -0.105, -0.468, 0.071, 0.098, -0.049, -0.453, 0.093, -0.333, -0.335, -0.394, -0.104, 1.196, -0.108, -0.071, -0.026, 0.113, -0.483, 0.061, -0.611, 0.077, 0.024, 0.104, 0.087, 0.092, 0.084, 0.086, -0.379, 0.069, 0.024, -0.045, 1.446, 0.001]}


Record 5
{"formula": "C32H44BrMgN3P2S", "method": "wB97M-V/def2-TZVPD", "spin_multiplicity": 1, "charge": 2, "orbital_gap_ha": 0.1245, "homo_ev": -12.04, "e_lumo_ev": -8.65, "species": ["C", "H", "H", "H", "S", "C", "H", "C", "N", "H", "P", "H", "H", "C", "H", "H", "C", "N", "C", "C", "C", "H", "C", "C", "N", "C", "C", "H", "H", "H", "C", "H", "C", "H", "H", "H", "C", "H", "H", "H", "H", "H", "P", "C", "H", "H", "H", "H", "C", "H", "H", "H", "C", "H", "H", "C", "H", "C", "Br", "C", "Mg", "C", "H", "C", "H", "H", "C", "H", "H", "H", "C", "C", "H", "H", "C", "C", "H", "C", "H", "H", "C", "C", "C", "H"], "coordinates": [[-0.500, 0.046, 0.012], [0.005, 5.731, -0.846], [4.545, -6.584, 1.665], [-3.112, 0.335, 0.468], [5.234, -1.618, 1.981], [1.305, 3.386, -6.874], [-3.958, -2.991, 3.616], [1.796, 0.703, -2.809], [1.781, 2.562, -7.808], [-4.030, -4.472, 0.758], [-0.379, 3.688, 2.206], [1.190, -2.040, -2.816], [-1.820, -4.054, -0.390], [4.497, -3.185, 1.626], [-3.767, 2.211, 2.920], [-1.232, 1.475, 2.565], [1.479, 3.122, -5.501], [3.541, 0.497, 1.525], [4.177, -5.575, 1.517], [0.350, 0.665, -0.901], [0.965, -0.071, -1.940], [0.782, 1.847, 3.224], [-3.881, -0.407, -1.432], [-3.532, -0.596, 0.052], [2.916, -1.657, 0.816], [-0.038, -2.103, -1.040], [2.665, 1.102, -6.118], [-1.541, 5.463, 0.002], [1.904, 2.841, 2.276], [1.450, -3.908, 0.255], [-1.713, 2.416, 2.238], [0.406, 1.782, -0.874], [3.773, -0.837, 1.357], [1.995, 4.581, 3.970], [0.607, 3.926, 4.849], [-4.054, -4.971, -0.935], [-2.489, -2.369, 2.178], [-2.998, -0.372, -2.085], [2.155, 3.063, 4.866], [-2.080, -3.387, 2.235], [-0.165, 6.141, 0.883], [-3.100, 3.840, 3.151], [-2.357, -1.922, 0.434], [0.720, -1.468, -2.019], [-0.560, 3.260, -0.143], [2.813, 0.821, -8.291], [2.300, -6.255, 0.668], [-1.774, -1.712, 2.700], [1.069, 2.888, 2.990], [-0.070, -3.199, -1.001], [0.993, 3.763, -4.768], [-4.172, -1.323, 3.099], [-0.447, 5.420, 0.102], [-4.402, 0.550, -1.542], [-1.093, 0.654, 0.706], [-2.861, 2.770, 3.186], [5.943, -4.579, 2.350], [4.961, -4.467, 1.889], [0.352, -0.483, 2.441], [1.480, 3.658, 4.249], [2.076, 2.476, -1.749], [2.915, -5.390, 0.925], [-2.097, 2.292, 1.215], [2.437, -4.102, 0.669], [-2.603, 2.511, 4.219], [0.746, 4.274, -7.201], [-3.901, -2.325, 2.752], [4.226, 0.975, 2.097], [1.098, 3.866, 0.323], [-4.654, -2.664, 2.034], [0.004, 3.994, 0.453], [-2.672, -3.381, -0.562], [-4.434, -0.807, 0.648], [-4.557, -1.195, -1.783], [2.140, 1.945, -5.115], [2.086, 1.579, -3.695], [-2.629, -3.086, -1.620], [2.452, 1.459, -7.466], [3.144, 0.151, -5.888], [-4.851, -3.460, -0.464], [-0.757, -1.345, -0.099], [-3.981, -4.101, -0.271], [3.234, -2.981, 0.999], [2.554, 0.711, 1.687]], "lowdin_charge": [-0.255, 0.063, 0.107, 0.078, 1.070, -0.091, 0.092, 0.013, 0.088, 0.079, 1.041, 0.137, 0.100, -0.451, 0.068, -0.021, -0.014, 0.075, -0.069, -0.081, -0.221, -0.036, -0.102, -0.289, 0.056, -0.060, 0.020, 0.086, 0.055, 0.073, -0.452, 0.040, -0.712, 0.072, 0.068, 0.093, -0.330, 0.076, 0.076, 0.110, 0.074, 0.067, 1.015, 0.032, 0.049, 0.133, 0.106, -0.017, -0.448, 0.108, 0.109, 0.083, -0.162, 0.087, 0.022, -0.146, 0.115, -0.078, 0.365, -0.156, 1.177, -0.079, 0.056, -0.022, 0.081, 0.128, -0.120, 0.092, 0.034, 0.060, -0.486, -0.327, 0.099, 0.080, -0.222, -0.001, 0.106, -0.084, 0.125, 0.082, -0.362, -0.108, -0.308, -0.010]}


Record 6
{"formula": "C5H9N3", "method": "wB97M-V/def2-TZVPD", "spin_multiplicity": 1, "e_above_lowest_kcal_mol": 48.4, "orbital_gap_ha": 0.3687, "homo_ev": -9.21, "smiles": "[H]/N=C(\\N)CC(=C)N=C", "e_lumo_ev": 0.82, "species": ["C", "C", "C", "H", "H", "H", "N", "H", "H", "N", "C", "H", "H", "H", "C", "H", "N"], "coordinates": [[0.055, -1.107, 1.405], [0.189, 0.692, -0.436], [0.643, -0.170, 0.668], [-1.012, -1.282, 1.411], [0.667, -1.742, 2.041], [-3.118, -0.238, -1.154], [-2.016, 1.887, -0.232], [0.510, 0.315, -1.409], [0.499, 1.732, -0.297], [-2.175, -0.356, -0.804], [-1.459, 0.761, -0.490], [-1.676, -1.145, -1.197], [4.076, -0.071, 0.326], [2.729, -0.975, -0.672], [3.010, -0.306, 0.167], [-3.036, 1.816, -0.262], [2.115, 0.191, 0.936]], "lowdin_charge": [0.048, -0.086, -0.361, 0.052, 0.062, 0.099, 0.091, 0.110, 0.111, 0.099, -0.470, 0.096, 0.070, 0.080, -0.060, 0.036, 0.022]}